{"formula": "C56H112O14", "method": "the ωB97M-V functional and the def2-TZVPD basis", "homo_ev": -9.39, "fmax_ev_per_a": 2.581, "de_lowest_ev": 4.616, "gap_ev": 9.63, "e_lumo_ev": 0.2, "species": ["C", "C", "C", "O", "C", "H", "H", "H", "H", "H", "H", "H", "H", "C", "C", "C", "O", "C", "H", "H", "H", "H", "H", "H", "H", "H", "C", "C", "C", "O", "C", "H", "H", "H", "H", "H", "H", "H", "H", "C", "C", "C", "O", "C", "H", "H", "H", "H", "H", "H", "H", "H", "C", "C", "C", "O", "C", "H", "H", "H", "H", "H", "H", "H", "H", "C", "C", "C", "O", "C", "H", "H", "H", "H", "H", "H", "H", "H", "C", "C", "C", "O", "C", "H", "H", "H", "H", "H", "H", "H", "H", "C", "C", "C", "O", "C", "H", "H", "H", "H", "H", "H", "H", "H", "C", "C", "C", "O", "C", "H", "H", "H", "H", "H", "H", "H", "H", "C", "C", "C", "O", "C", "H", "H", "H", "H", "H", "H", "H", "H", "C", "C", "C", "O", "C", "H", "H", "H", "H", "H", "H", "H", "H", "C", "C", "C", "O", "C", "H", "H", "H", "H", "H", "H", "H", "H", "C", "C", "C", "O", "C", "H", "H", "H", "H", "H", "H", "H", "H", "C", "C", "C", "O", "C", "H", "H", "H", "H", "H", "H", "H", "H"], "coordinates": [[11.82902, -19.20215, -45.01513], [11.91847, -18.24632, -46.15246], [10.87361, -17.15244, -45.86627], [9.91934, -17.86327, -45.08410], [10.53421, -18.75897, -44.21400], [12.66827, -19.27569, -44.32350], [11.74460, -20.22855, -45.37216], [11.78090, -18.82080, -47.06852], [12.91968, -17.81599, -46.17477], [10.45900, -16.62650, -46.72625], [11.21317, -16.33044, -45.23608], [9.81337, -19.56860, -44.10005], [10.78667, -18.27772, -43.26913], [6.63807, -9.74001, -34.29729], [7.35743, -10.97398, -33.75442], [7.12512, -12.07062, -34.76601], [6.78846, -11.41088, -35.97190], [6.59543, -10.02418, -35.79303], [7.12204, -8.79083, -34.06723], [5.63394, -9.74415, -33.87325], [7.00617, -11.33150, -32.78649], [8.43692, -10.88020, -33.63603], [6.23629, -12.60509, -34.43069], [7.98767, -12.73300, -34.83938], [5.71927, -9.54864, -36.23383], [7.41843, -9.52526, -36.30474], [-5.56782, -4.90282, -43.16227], [-4.67634, -6.11012, -43.43299], [-3.30306, -5.43496, -43.66787], [-3.40623, -4.30995, -42.84544], [-4.69086, -3.67558, -42.97434], [-6.23097, -5.15896, -42.33600], [-6.21041, -4.81104, -44.03792], [-4.94805, -6.62334, -44.35542], [-4.64004, -6.81643, -42.60358], [-3.16167, -5.06027, -44.68163], [-2.42663, -6.01583, -43.38051], [-4.68872, -2.97387, -43.80844], [-4.88105, -3.14229, -42.04293], [-0.27028, -5.51424, -36.72470], [0.41676, -5.30463, -35.39267], [-0.62403, -5.75153, -34.34490], [-1.86289, -5.72018, -35.04481], [-1.73463, -5.17069, -36.38092], [-0.18962, -6.51135, -37.15754], [0.22087, -4.84864, -37.43452], [0.56740, -4.23674, -35.23453], [1.35340, -5.85971, -35.44448], [-0.52117, -5.17077, -33.42826], [-0.47436, -6.81248, -34.14467], [-1.81733, -4.08393, -36.36651], [-2.49866, -5.53056, -37.07001], [-0.26922, -17.56494, -47.88345], [-1.60262, -17.84607, -48.48258], [-1.30811, -17.82104, -50.03515], [0.09715, -17.63101, -50.09805], [0.54297, -16.93494, -48.96948], [0.10504, -18.48554, -47.43565], [-0.33220, -16.87901, -47.03869], [-2.32586, -17.12597, -48.09984], [-1.98462, -18.83291, -48.22118], [-1.77809, -16.97505, -50.53666], [-1.61008, -18.71200, -50.58569], [0.43400, -15.85577, -49.07725], [1.60595, -17.04058, -48.75269], [3.71675, -10.16135, -43.67656], [4.57880, -11.36399, -43.30963], [4.37341, -12.36097, -44.45998], [3.62919, -11.67291, -45.40360], [2.85151, -10.65723, -44.81112], [4.35502, -9.30631, -43.89928], [3.15601, -9.89840, -42.77961], [4.28855, -11.82385, -42.36497], [5.63291, -11.12669, -43.16594], [3.86444, -13.22656, -44.03595], [5.35488, -12.64332, -44.84091], [1.87956, -11.01112, -44.46737], [2.57651, -9.93078, -45.57580], [3.49357, -10.98830, -54.92400], [3.75295, -11.97453, -53.78890], [3.97597, -11.13433, -52.54141], [4.38942, -9.89884, -53.03349], [3.62590, -9.61336, -54.24496], [2.51870, -11.02843, -55.40993], [4.30933, -10.98530, -55.64694], [4.64875, -12.56311, -53.98696], [2.90918, -12.62207, -53.55048], [4.72213, -11.50403, -51.83809], [3.06786, -10.99940, -51.95386], [4.14902, -8.82563, -54.78711], [2.69154, -9.09764, -54.02337], [14.30744, -13.34935, -39.60002], [12.80004, -13.42484, -39.25417], [12.11657, -12.66552, -40.40131], [13.11848, -12.50318, -41.38586], [14.22718, -13.36676, -41.09443], [14.94445, -14.04048, -39.04806], [14.72553, -12.42263, -39.20694], [12.64886, -13.03411, -38.24790], [12.43034, -14.45023, -39.25902], [11.68791, -11.73462, -40.03014], [11.29815, -13.30332, -40.73526], [15.12292, -12.89901, -41.50304], [13.97147, -14.34804, -41.49415], [9.83601, -7.43382, -46.22599], [9.21825, -8.51998, -47.13460], [9.98393, -8.37852, -48.42922], [11.26450, -7.89472, -48.01270], [11.26339, -7.50069, -46.63894], [9.63985, -7.64872, -45.17554], [9.43942, -6.45050, -46.47871], [8.13458, -8.42846, -47.20794], [9.35323, -9.50176, -46.68075], [9.54345, -7.68539, -49.14591], [10.17528, -9.37765, -48.82069], [11.78305, -6.55494, -46.48522], [11.72200, -8.28788, -46.04051], [-8.20811, -12.41738, -44.42078], [-7.10863, -12.93417, -43.55897], [-5.89245, -13.04586, -44.49684], [-6.53321, -13.11050, -45.80906], [-7.96126, -13.16303, -45.76910], [-8.05452, -11.34573, -44.54762], [-9.21504, -12.46200, -44.00581], [-7.35368, -13.91454, -43.15039], [-6.89827, -12.20220, -42.77919], [-5.24451, -13.89471, -44.27835], [-5.30426, -12.12899, -44.45842], [-8.35448, -14.17962, -45.77093], [-8.30218, -12.63694, -46.66079], [-1.70339, -12.63876, -36.17403], [-0.64703, -13.61106, -36.69193], [0.01391, -12.79876, -37.80653], [-1.12383, -12.14110, -38.38045], [-2.22732, -12.09565, -37.47941], [-1.25985, -11.87595, -35.53411], [-2.47379, -13.21389, -35.66041], [-1.02219, -14.57512, -37.03535], [0.08691, -13.74291, -35.89692], [0.48900, -13.47615, -38.51613], [0.72308, -12.04651, -37.46115], [-3.06991, -12.69009, -37.83264], [-2.47643, -11.04961, -37.30098], [6.99325, -2.64392, -38.97561], [7.62233, -3.52703, -40.10106], [8.93908, -2.87317, -40.39107], [9.37677, -2.37821, -39.11554], [8.23983, -1.83091, -38.45292], [6.58083, -3.30882, -38.21672], [6.22521, -1.96105, -39.33880], [6.90345, -3.64020, -40.91254], [7.78698, -4.52947, -39.70597], [8.78976, -2.02367, -41.05753], [9.72979, -3.50092, -40.80196], [8.21112, -0.75367, -38.61674], [8.36880, -1.94166, -37.37625], [3.23158, -3.89387, -47.84019], [2.73347, -2.85636, -46.90849], [2.25414, -1.76518, -47.78888], [1.65955, -2.49018, -48.91293], [2.09574, -3.85387, -48.91369], [3.17685, -4.78862, -47.22008], [4.24873, -3.78418, -48.21630], [3.50453, -2.59215, -46.18478], [1.89128, -3.19562, -46.30541], [3.04987, -1.15962, -48.22274], [1.52429, -1.09441, -47.33559], [2.46284, -4.07832, -49.91518], [1.32615, -4.56305, -48.60892], [-3.47811, -9.96153, -53.21687], [-3.93472, -10.40687, -51.80151], [-3.61415, -9.16809, -50.96013], [-3.08798, -8.21150, -51.86017], [-3.67507, -8.46923, -53.09062], [-4.06741, -10.31901, -54.06128], [-2.46338, -10.28349, -53.45082], [-3.47005, -11.34568, -51.50016], [-5.01294, -10.52480, -51.69374], [-2.87358, -9.30051, -50.17137], [-4.46159, -8.76420, -50.40622], [-3.12512, -7.95760, -53.88048], [-4.71026, -8.14228, -53.18871]], "atomic_forces_ev_per_a": [[-0.9, -1.3, 2.0], [1.1, 1.1, -0.5], [0.2, -0.7, 0.8], [-1.7, 1.1, -0.9], [1.0, -0.5, -1.3], [0.2, 0.6, -0.1], [-0.3, 0.0, -0.1], [-0.3, 0.6, -0.2], [0.0, 0.1, -0.3], [-0.5, -0.7, -0.1], [0.8, 0.0, 0.1], [0.2, 0.0, 0.4], [0.0, -0.1, 0.2], [0.0, -0.6, 0.3], [1.1, -0.2, 0.8], [-1.2, 0.6, 0.5], [-0.4, -0.4, -1.0], [1.0, 1.0, 0.2], [0.0, -0.1, 0.1], [-0.1, 0.2, -0.1], [-0.1, 0.3, 0.1], [0.1, 0.6, -0.1], [0.0, -0.6, -0.2], [-0.1, 0.0, -0.5], [-0.5, -0.9, -0.2], [0.3, 0.2, 0.1], [-1.8, -0.6, -0.7], [1.3, 0.0, -1.0], [-1.0, 0.2, 0.3], [1.2, 1.7, 1.2], [1.0, -1.5, 0.4], [0.1, 0.5, 0.2], [-0.2, 0.3, 0.1], [-0.3, -0.3, 0.2], [0.1, 0.1, -0.1], [-0.1, -0.4, -0.5], [-0.1, 0.0, 0.1], [-0.1, 0.0, -0.2], [0.1, 0.0, -0.1], [-0.6, 0.5, -0.6], [-0.2, -0.3, 0.1], [1.0, -1.2, -1.6], [-1.2, 0.7, -0.2], [1.5, 0.2, 0.6], [0.1, -0.2, 0.4], [-0.4, 0.1, -0.3], [0.4, 0.0, -0.2], [0.1, 0.2, 0.7], [-0.7, 0.2, -0.1], [0.1, 0.0, 0.6], [-0.2, 0.2, 0.2], [0.0, -0.5, 0.4], [0.1, 0.5, 2.2], [-1.2, -0.5, -1.1], [0.0, 1.0, 1.1], [0.8, -0.6, -1.5], [0.3, -0.4, 0.4], [0.7, 0.0, -0.5], [-0.2, 0.1, 0.1], [-0.2, 0.1, -0.6], [0.1, 0.0, 0.1], [-0.3, 0.2, 0.1], [0.3, -0.1, 0.2], [-0.7, 0.3, 0.1], [0.2, -0.5, -0.6], [0.2, 0.5, 1.3], [0.5, -0.5, 0.5], [0.6, 0.4, 1.4], [-0.5, -0.2, -1.7], [-0.1, 0.2, -0.1], [-0.2, 0.0, -0.4], [-0.3, 0.3, -0.2], [-0.2, 0.1, 0.0], [0.0, 0.2, -0.2], [-0.2, -0.3, -0.4], [-0.3, -0.2, -0.5], [0.0, -0.5, 0.4], [0.5, 0.1, -0.1], [0.2, 1.4, 0.0], [-0.3, -0.8, 0.5], [-0.1, 0.3, 0.0], [0.1, 1.7, -0.8], [0.6, 0.1, 1.2], [0.2, -0.5, -0.1], [-0.3, -0.6, -0.3], [-0.2, -0.2, -0.1], [0.1, -0.3, -0.5], [0.2, -0.1, -0.2], [-0.4, -0.1, 0.0], [0.5, -0.4, -0.2], [-0.5, -0.5, 0.5], [-0.7, 0.0, 1.2], [0.6, -0.2, 0.7], [0.2, -0.8, 1.1], [0.0, 0.5, -0.4], [0.0, 0.8, 0.1], [-0.3, -0.8, -0.6], [-0.3, 0.6, -0.5], [-0.4, 0.2, -0.1], [0.3, -0.1, 0.1], [0.3, 0.3, -0.5], [-0.1, 0.2, -0.5], [-0.2, -0.4, -0.6], [0.5, -0.2, -0.1], [-1.2, -0.2, -0.4], [-0.9, 0.3, 0.8], [0.6, -0.5, 0.9], [0.6, 0.7, -0.2], [0.2, -0.6, 0.2], [0.2, 0.1, 0.0], [-0.3, 0.0, 0.1], [0.0, 0.2, -0.3], [0.4, -0.1, -0.1], [-0.1, -0.2, -0.1], [-0.3, 0.2, -0.6], [0.2, -0.1, -0.3], [0.5, 0.0, 0.0], [-1.0, 0.3, -1.2], [0.9, -0.2, 0.8], [-1.9, 0.5, -0.5], [1.2, -0.7, -0.5], [0.8, 1.2, 1.4], [0.1, 0.1, -0.4], [0.0, -0.6, 0.1], [0.0, 0.1, 0.2], [0.0, -0.4, 0.4], [-0.2, -0.2, -0.3], [0.1, 0.0, -0.2], [0.1, -0.2, 0.1], [-0.1, 0.0, 0.1], [-0.3, -1.5, -0.3], [1.6, 0.8, 1.1], [-1.5, -0.6, 0.2], [0.1, 0.2, -1.1], [0.7, 0.8, 0.6], [-0.1, -0.1, 0.0], [0.0, 0.4, 0.4], [-0.1, 0.2, 0.0], [0.0, -0.6, 0.0], [0.0, 0.3, -0.3], [0.1, -0.1, 0.2], [0.0, 0.2, -0.3], [-0.5, 0.0, -0.5], [1.2, 0.3, -0.1], [-1.1, -0.4, 0.7], [0.2, 0.8, 0.3], [0.0, -0.3, -0.1], [-0.3, -0.7, 0.1], [-0.1, 0.3, 0.1], [0.0, -0.2, 0.0], [0.4, 0.2, -0.3], [0.1, 0.0, 0.1], [0.1, 0.2, -0.3], [-0.1, -0.1, 0.1], [-0.4, 0.1, -0.4], [0.2, -0.2, 0.0], [-1.1, -1.6, -0.2], [0.6, 1.1, 1.5], [-0.3, 0.1, -1.4], [-0.4, 0.2, 0.5], [1.5, 0.4, 0.5], [0.3, -0.6, -0.6], [-0.2, 0.4, 0.0], [0.0, 0.4, 0.0], [-0.1, -0.4, -0.1], [0.2, 0.1, 0.2], [-0.2, -0.1, -0.1], [-0.2, -0.2, 0.0], [-0.4, 0.2, -0.2], [-1.5, -0.5, -0.3], [-0.3, -0.2, -0.3], [1.0, 0.1, 0.9], [0.0, 1.1, 0.8], [1.3, -0.2, -1.4], [-0.3, -0.4, 0.2], [0.2, 0.5, 0.3], [0.1, 0.2, 0.2], [-0.1, -0.4, -0.6], [0.3, -0.3, -0.2], [-0.5, 0.0, -0.4], [0.1, 0.3, 0.2], [-0.4, -0.2, 0.3]]}